C26H26Cl2CrN3O2 as an isolated structure, computed with ωB97M-V with the def2-TZVPD basis set.

XYZ file:
```
60
Properties=species:S:1:pos:R:3:forces:R:3
Cr 0.60071 0.90800 2.69649 -0.345 -0.409 0.169
C -1.98577 -1.03728 1.60683 -0.044 -0.039 0.034
C -1.25272 -0.45819 2.77852 0.071 0.006 -0.094
C -0.20720 -1.14594 3.38771 0.084 0.032 -0.049
C 0.49006 -0.61475 4.49744 0.044 -0.033 -0.180
C 1.62193 -1.37458 5.11475 0.010 -0.047 -0.008
C 0.10257 0.63141 4.99388 0.012 0.259 -0.110
C -0.98539 1.34291 4.43419 0.118 0.037 -0.052
C -1.38901 2.67059 4.99737 -0.024 -0.008 0.015
C -1.62085 0.80739 3.31530 0.004 0.157 -0.021
H -2.83939 -1.61748 1.96213 0.002 0.000 0.002
H -1.34462 -1.70399 1.03170 -0.005 -0.004 -0.002
H -2.37074 -0.25873 0.95048 -0.005 0.008 -0.007
H 0.13970 -2.07526 2.95225 -0.058 -0.042 0.044
H 2.18735 -1.92253 4.36287 0.015 0.012 -0.004
H 1.21713 -2.09837 5.82534 0.004 -0.013 -0.012
H 2.29427 -0.71737 5.66102 0.001 0.000 0.008
H 0.64372 1.06072 5.82641 -0.026 0.012 0.012
H -2.11078 2.51396 5.80150 0.001 0.002 0.003
H -1.85950 3.29961 4.24380 -0.012 0.004 0.007
H -0.53538 3.19825 5.41955 0.001 0.002 0.003
H -2.40727 1.37603 2.83370 -0.057 -0.041 0.051
Cl 3.32803 1.80432 4.62562 0.047 -0.082 0.017
C 2.97579 3.30312 3.82366 -0.111 0.187 -0.127
Cl 1.54696 3.17544 2.69488 -0.047 -0.136 0.003
H 3.80234 3.59570 3.18767 0.026 0.011 0.055
H 2.70339 4.06934 4.53949 0.069 -0.006 0.016
C -3.59131 -2.95991 -6.75875 -0.047 0.010 -0.028
O -2.85564 -3.04479 -5.52999 0.012 0.023 0.020
C -1.81926 -2.25001 -5.33585 0.052 -0.050 0.001
C -1.38027 -1.27431 -6.24302 -0.025 0.006 -0.028
C -0.26474 -0.53326 -5.93547 0.014 -0.007 0.078
C 0.41092 -0.72668 -4.72035 -0.057 0.003 -0.062
C -0.02174 -1.71886 -3.81454 -0.088 -0.057 -0.043
C -1.12346 -2.46205 -4.12226 0.017 0.020 0.056
N 1.53742 0.04615 -4.54685 0.144 -0.023 0.035
N 2.26237 0.05885 -3.56791 -0.065 0.063 -0.143
C 2.14115 0.01646 -2.22786 0.075 -0.048 0.164
C 3.22247 -0.52489 -1.49977 -0.072 0.027 -0.121
C 3.23443 -0.56460 -0.12886 -0.050 0.032 0.140
C 2.18192 0.01089 0.60372 0.196 -0.079 0.009
O 2.15145 0.04410 1.88957 -0.031 0.050 0.013
C 1.10131 0.62969 -0.12058 -0.110 0.057 -0.318
N 0.15412 1.22618 0.65055 0.278 0.048 0.321
C -0.82605 1.88097 0.06137 -0.050 0.012 0.010
C -0.94375 1.96251 -1.33097 0.033 -0.016 -0.029
C -0.00773 1.35049 -2.12429 -0.015 0.010 0.027
C 1.05753 0.65276 -1.52359 -0.044 0.039 0.143
H -4.36185 -3.71920 -6.68636 0.008 0.007 -0.006
H -2.94178 -3.17205 -7.60766 0.004 0.003 0.008
H -4.05056 -1.97655 -6.86091 0.010 -0.004 -0.005
H -1.89085 -1.11554 -7.18044 -0.006 0.000 0.003
H 0.11779 0.21061 -6.62144 -0.001 0.001 -0.018
H 0.52167 -1.91616 -2.90042 0.022 0.012 -0.002
H -1.48106 -3.24483 -3.46806 0.003 -0.011 0.004
H 4.04773 -0.93328 -2.06842 0.013 -0.008 0.014
H 4.05863 -1.00881 0.41098 0.009 -0.004 -0.001
H -1.54424 2.37506 0.70360 -0.002 -0.006 0.008
H -1.76181 2.52266 -1.75994 -0.003 -0.002 -0.016
H -0.08015 1.42605 -3.19978 -0.001 0.022 -0.011
```
Positions in Å, forces in eV/Å.

The value obtained for the maximum force is 0.6 eV Å⁻¹. Its total energy is -89400.4977 eV. Its LUMO energy (spin up / spin down) is -6.6 / -7.3 eV. The multiplicity is 4. As for the HOMO energy (spin up / spin down): -12.89 / -13.55 eV. Its net charge is +2. For the HOMO-LUMO gap (spin up / spin down), the calculation gives 6.3 / 6.2 eV.

Results of the Mulliken charge analysis, in e, for atoms 1 through 6: Cr 0.0419; C -1.8531; C 0.9452; C -0.5631; C 0.7323; C -1.8152